C43H43BBrGeN5O2ReS | ωB97M-V/def2-TZVPD

Geometry as XYZ:
```
98
Properties=species:S:1:pos:R:3:forces:R:3
Re -0.659 -0.584 0.406 0.355 -1.055 1.117
N -2.685 -4.923 0.341 0.071 -0.245 0.047
C -2.474 -3.742 0.960 -0.284 0.275 -0.097
S -1.556 -3.676 2.374 0.265 0.131 0.115
N -3.147 -2.722 0.407 0.150 0.200 -0.047
N -2.720 -1.487 0.734 -0.163 0.318 -0.196
C -3.612 -0.647 1.155 0.052 -0.392 -0.024
C -3.205 0.691 1.502 0.020 0.185 0.023
C -4.081 1.644 2.027 0.098 -0.157 -0.055
C -3.585 2.875 2.394 0.145 0.057 -0.009
C -2.229 3.145 2.226 -0.054 -0.059 0.008
C -1.423 2.167 1.689 -0.087 0.142 -0.014
N -1.896 0.961 1.352 -0.157 0.197 -0.638
H -2.384 -5.766 0.795 -0.033 0.091 -0.057
H -3.275 -4.961 -0.470 -0.021 0.005 -0.049
H -4.632 -0.981 1.315 0.044 -0.008 -0.016
H -5.128 1.398 2.133 -0.001 -0.010 0.001
H -4.247 3.630 2.796 -0.007 0.028 0.023
H -1.804 4.103 2.487 -0.002 0.020 0.005
H -0.367 2.329 1.516 0.024 0.019 -0.006
C 4.737 -0.364 0.684 -0.047 0.025 0.001
C 3.289 -0.098 1.081 -0.044 -0.035 -0.110
C 3.059 1.406 1.251 -0.014 0.021 0.018
C 2.837 -0.804 2.334 0.102 -0.115 0.076
C 3.760 -1.374 3.193 -0.076 0.086 0.021
C 3.356 -1.966 4.380 0.007 -0.022 -0.026
C 2.038 -1.888 4.766 -0.057 0.076 -0.012
C 1.062 -1.287 3.968 0.125 -0.061 0.176
C -0.289 -1.077 4.640 -0.071 -0.091 0.054
C -1.353 -0.337 3.849 0.094 -0.120 0.192
C -0.054 -0.300 5.950 -0.068 -0.023 -0.034
C 1.466 -0.858 2.689 -0.225 -0.229 -0.069
N 0.502 -0.719 1.686 0.230 0.586 -0.339
H 4.946 0.134 -0.263 -0.002 0.027 -0.045
H 4.933 -1.427 0.552 0.005 -0.074 0.010
H 5.438 0.027 1.424 0.026 0.029 0.014
H 2.671 -0.472 0.268 -0.111 0.032 -0.163
H 3.642 1.774 2.097 0.030 0.011 0.036
H 2.009 1.632 1.438 -0.021 -0.003 0.011
H 3.366 1.947 0.358 0.031 0.040 -0.036
H 4.805 -1.368 2.932 0.091 -0.015 -0.034
H 4.079 -2.459 5.014 0.039 -0.015 0.037
H 1.740 -2.300 5.719 -0.007 -0.021 0.047
H -0.675 -2.071 4.890 -0.039 0.046 -0.025
H -0.993 0.650 3.549 0.035 -0.126 0.151
H -2.224 -0.189 4.489 -0.058 0.008 0.035
H -1.671 -0.903 2.980 0.016 -0.054 0.220
H 0.461 0.639 5.743 0.000 0.058 -0.016
H 0.539 -0.851 6.676 0.043 -0.028 0.025
H -1.013 -0.065 6.414 -0.017 -0.013 0.020
Br 0.633 -6.228 -3.122 0.004 0.007 -0.012
C 0.279 -4.654 -2.121 0.039 -0.048 0.030
C -0.772 -3.838 -2.488 -0.019 0.014 0.006
C -1.036 -2.706 -1.731 0.022 -0.010 -0.054
C -0.248 -2.355 -0.634 -0.123 0.049 -0.031
C 0.805 -3.212 -0.293 -0.028 0.074 -0.008
C 1.069 -4.357 -1.021 -0.018 0.002 -0.031
H -1.382 -4.080 -3.347 -0.019 -0.016 -0.025
H -1.881 -2.095 -2.022 0.000 -0.014 0.032
H 1.432 -2.988 0.561 -0.008 -0.003 0.039
H 1.879 -5.014 -0.739 0.020 -0.025 0.011
Ge -1.843 0.780 -1.592 -0.242 0.067 -0.342
C -2.026 2.717 -1.286 -0.029 -0.081 -0.026
C -0.972 3.628 -1.233 0.158 -0.051 -0.003
C -1.198 4.971 -0.981 0.008 0.068 0.016
C -2.487 5.438 -0.775 -0.025 0.037 0.004
C -3.549 4.550 -0.836 -0.020 0.052 0.014
C -3.316 3.207 -1.089 -0.051 -0.058 -0.041
C -1.374 0.464 -3.472 0.015 0.035 0.062
C -0.316 1.119 -4.094 0.000 0.102 0.024
C 0.026 0.843 -5.408 0.014 -0.003 -0.047
C -0.697 -0.094 -6.129 0.039 0.008 -0.036
C -1.770 -0.738 -5.533 -0.032 -0.040 -0.059
C -2.105 -0.457 -4.219 -0.018 -0.026 0.077
H -3.335 0.342 -1.510 0.052 -0.056 -0.005
H 0.043 3.284 -1.374 -0.016 0.014 -0.006
H -0.363 5.658 -0.946 0.052 0.045 0.000
H -2.663 6.488 -0.583 -0.011 0.049 0.014
H -4.561 4.904 -0.692 -0.054 0.021 0.009
H -4.159 2.529 -1.140 -0.030 -0.027 0.002
H 0.250 1.869 -3.556 0.006 0.043 0.009
H 0.857 1.361 -5.868 0.036 0.022 -0.015
H -0.432 -0.315 -7.154 0.013 -0.011 -0.042
H -2.349 -1.460 -6.094 -0.025 -0.026 -0.021
H -2.954 -0.962 -3.772 -0.045 -0.038 0.027
O 1.516 -0.741 -1.982 -0.138 -0.022 0.110
B 0.776 0.051 -1.103 -0.287 0.137 -0.070
O 1.222 1.387 -1.204 0.000 -0.102 0.210
C 2.268 1.371 -2.087 0.167 -0.018 -0.114
C 3.069 2.415 -2.492 -0.027 -0.058 -0.008
C 4.063 2.105 -3.419 -0.012 -0.030 -0.017
C 4.227 0.811 -3.903 -0.001 0.012 0.005
C 3.407 -0.235 -3.485 -0.025 0.094 0.050
C 2.431 0.083 -2.568 0.153 0.084 -0.025
H 2.933 3.417 -2.111 -0.009 0.036 0.018
H 4.719 2.888 -3.768 0.046 0.045 -0.024
H 5.010 0.610 -4.620 0.037 -0.002 -0.034
H 3.523 -1.242 -3.853 0.002 -0.089 -0.034
```
Forces are in eV/Å.

multiplicity: 2
net charge: 0
HOMO level (alpha / beta): -7.2363 / -7.2191 eV

C43H43Br2CrF4Ge2N2OP | ωB97M-V/def2-TZVPD

Geometry as XYZ:
```
99
Properties=species:S:1:pos:R:3:forces:R:3
Cr -0.844 0.779 0.506 -0.542 0.068 -0.346
F -6.734 -1.024 -3.011 0.117 0.112 0.053
C -5.655 -0.362 -2.645 0.244 0.122 0.091
C -5.091 0.596 -3.489 0.087 -0.046 0.146
F -5.639 0.850 -4.664 0.017 -0.026 0.172
C -3.936 1.268 -3.093 -0.054 -0.198 0.223
F -3.414 2.186 -3.898 -0.301 -0.077 -0.154
C -3.303 0.985 -1.886 0.106 -0.120 -0.078
P -1.749 1.831 -1.384 -1.022 0.376 -0.688
C -0.726 1.843 -2.868 0.190 -0.115 0.168
C 0.267 2.824 -2.931 -0.153 -0.167 0.127
C 1.066 2.906 -4.054 0.100 0.027 -0.043
C 0.899 2.002 -5.094 -0.075 -0.017 0.047
C -0.048 0.993 -5.004 0.007 0.081 -0.032
C -0.857 0.901 -3.887 -0.034 0.223 0.220
C -2.396 3.522 -1.182 0.232 -0.068 0.167
C -2.401 4.430 -2.239 0.046 -0.112 0.067
C -3.001 5.666 -2.075 -0.028 0.067 -0.057
C -3.591 6.008 -0.869 0.049 -0.114 0.004
C -3.588 5.103 0.183 -0.079 0.014 0.023
C -2.998 3.862 0.031 0.149 -0.160 -0.046
C -3.902 0.051 -1.053 0.076 0.150 -0.477
Br -3.096 -0.319 0.637 -0.236 -0.192 0.226
C -5.056 -0.624 -1.410 0.213 0.108 0.040
F -5.567 -1.531 -0.589 -0.188 -0.047 -0.076
H 0.384 3.520 -2.109 0.040 0.103 -0.078
H 1.806 3.688 -4.123 0.117 0.053 -0.029
H 1.512 2.081 -5.976 0.104 0.009 -0.127
H -0.159 0.278 -5.802 0.035 -0.089 -0.064
H -1.590 0.109 -3.812 -0.039 -0.044 -0.052
H -1.949 4.176 -3.186 -0.009 0.013 -0.021
H -3.013 6.358 -2.901 0.014 0.104 -0.066
H -4.051 6.976 -0.752 -0.054 0.082 0.035
H -4.055 5.361 1.119 -0.049 0.048 0.142
H -3.003 3.157 0.860 -0.009 0.081 -0.054
C 3.284 -4.041 -5.165 0.113 0.217 -0.028
C 3.774 -2.635 -4.837 -0.198 -0.109 -0.287
N 3.374 -2.248 -3.488 0.128 0.013 0.029
C 4.389 -2.243 -2.454 0.295 -0.136 0.281
C 4.948 -3.623 -2.124 -0.058 0.306 -0.029
C 2.145 -1.755 -3.302 -0.087 0.264 0.180
O 1.376 -1.412 -4.183 -0.091 -0.103 -0.205
C 1.573 -1.778 -1.902 -0.364 -0.402 0.210
C 1.447 -3.012 -1.261 -0.121 0.561 0.099
C 0.570 -3.115 -0.195 -0.022 0.096 -0.073
C -0.145 -2.002 0.198 -0.176 -0.376 0.246
N 0.023 -0.785 -0.351 0.522 -0.870 -0.503
C 0.865 -0.700 -1.394 0.309 0.302 -0.377
H 3.596 -4.305 -6.170 -0.019 -0.093 -0.188
H 2.199 -4.087 -5.116 -0.096 -0.005 -0.027
H 3.700 -4.776 -4.482 0.037 -0.091 0.099
H 3.341 -1.922 -5.541 0.152 -0.023 0.059
H 4.862 -2.583 -4.900 -0.060 0.093 0.023
H 3.963 -1.783 -1.556 0.143 0.013 -0.109
H 5.209 -1.603 -2.804 -0.130 -0.005 0.168
H 4.175 -4.296 -1.756 -0.030 -0.077 0.011
H 5.710 -3.518 -1.356 0.099 -0.068 0.083
H 5.412 -4.071 -2.997 0.051 -0.101 -0.060
H 1.991 -3.869 -1.620 0.048 -0.151 -0.103
H 0.404 -4.055 0.306 -0.058 -0.058 0.059
H -0.895 -2.099 0.972 0.127 0.067 -0.049
H 0.957 0.270 -1.868 -0.001 -0.001 -0.003
C 3.090 -0.694 1.599 -0.181 0.345 0.587
Ge 2.681 0.286 3.301 -0.196 -0.188 -0.302
C 3.487 -0.553 4.915 -0.376 0.243 -0.467
C 3.252 2.178 3.145 -0.293 -0.455 0.021
Ge 0.029 0.126 3.457 0.176 -0.128 1.642
C -0.924 1.153 4.867 0.544 -0.394 -0.712
C -0.114 1.885 5.735 0.181 -0.138 -0.230
C -0.663 2.537 6.824 -0.024 0.083 0.080
C -2.028 2.465 7.052 0.057 0.020 -0.035
C -2.842 1.732 6.201 -0.018 0.058 -0.027
C -2.295 1.087 5.105 -0.002 -0.101 -0.157
C -0.757 -1.730 3.345 0.425 0.865 -0.107
C 0.222 -2.720 3.412 0.235 0.334 -0.029
C -0.123 -4.058 3.467 0.039 -0.108 0.034
C -1.458 -4.426 3.445 0.065 -0.031 0.004
C -2.441 -3.450 3.395 -0.096 0.077 -0.044
C -2.096 -2.109 3.345 -0.103 0.182 -0.030
H 4.164 -0.651 1.438 0.141 0.034 0.006
H 2.601 -0.208 0.754 -0.013 0.056 0.037
H 2.793 -1.739 1.632 -0.070 -0.066 0.068
H 4.558 -0.368 4.862 0.096 0.037 -0.065
H 3.326 -1.624 4.975 -0.090 -0.095 -0.074
H 3.111 -0.090 5.822 -0.073 0.063 0.051
H 4.291 2.233 3.464 0.073 -0.074 0.048
H 2.668 2.844 3.773 -0.073 0.023 0.097
H 3.186 2.530 2.118 -0.037 -0.068 -0.061
H 0.957 1.929 5.559 -0.012 0.093 0.056
H -0.033 3.105 7.491 0.057 0.035 0.048
H -2.462 2.994 7.885 -0.040 0.002 0.139
H -3.902 1.669 6.395 -0.089 0.008 -0.038
H -2.946 0.546 4.433 -0.054 -0.093 0.007
H 1.269 -2.433 3.435 0.026 -0.110 -0.052
H 0.650 -4.808 3.525 0.072 -0.104 0.030
H -1.732 -5.469 3.479 -0.037 -0.086 0.012
H -3.482 -3.733 3.398 -0.114 -0.027 -0.001
H -2.883 -1.370 3.304 -0.055 0.042 0.074
Br 0.078 2.530 1.640 0.273 0.159 0.419
```
Forces are in eV/Å.

multiplicity: 3
net charge: +2
HOMO level (alpha / beta): -13.7280 / -13.4311 eV

What did we get for energy above the lowest of the compared OMol25 structures with the same formula, charge and spin? Answer: 174.6, 115.2 kJ/mol, in the order shown.